No. 1
Molecular formula: C41H91N7O6
Method: DFT, the ωB97M-V functional and the def2-TZVPD basis

Orbital gap = 8.48 eV
E_HOMO = -8.0 eV
Lowest unoccupied orbital energy = 0.49 eV
Energy relative to the best compared isomer or geometry (same formula, charge and spin) = 531.5 kJ/mol

Cartesian coordinates (Å):
C 4.631 -6.123 -4.044
C 3.295 -6.770 -3.753
C 3.152 -8.095 -4.574
C 3.363 -7.207 -2.231
C 3.036 -6.073 -1.175
C 1.714 -5.527 -1.635
C 1.578 -5.005 -3.116
C 0.035 -4.878 -3.372
C 2.227 -3.586 -3.231
N 2.088 -6.050 -4.096
O 1.727 -5.799 -5.437
H 4.400 -5.570 -4.955
H 5.000 -5.481 -3.244
H 5.481 -6.797 -4.142
H 3.200 -7.958 -5.654
H 4.107 -8.608 -4.458
H 2.214 -8.640 -4.461
H 2.535 -7.906 -2.112
H 4.261 -7.735 -1.911
H 3.001 -6.365 -0.125
H 3.805 -5.301 -1.168
H 1.430 -4.650 -1.054
H 1.031 -6.352 -1.429
H -0.303 -4.389 -4.286
H -0.443 -4.211 -2.655
H -0.429 -5.855 -3.505
H 1.897 -2.901 -2.449
H 2.149 -3.147 -4.225
H 3.274 -3.730 -2.963
H 1.689 -6.731 -5.665
C 0.814 -0.534 4.061
C 0.695 -0.283 2.461
C 1.330 1.183 2.272
C 1.742 -1.266 1.720
C 1.280 -1.624 0.214
C -0.226 -1.944 0.101
C -1.173 -0.829 0.782
C -1.278 0.293 -0.330
C -2.604 -1.516 1.004
N -0.715 -0.404 2.089
O -1.476 0.605 2.695
H 0.449 0.148 4.829
H 0.449 -1.547 4.229
H 1.879 -0.655 4.258
H 2.328 1.299 2.693
H 1.273 1.420 1.209
H 0.657 1.913 2.724
H 2.762 -0.891 1.805
H 1.803 -2.136 2.373
H 1.629 -0.790 -0.396
H 1.996 -2.394 -0.071
H -0.549 -2.875 0.567
H -0.360 -2.014 -0.979
H -0.325 0.802 -0.476
H -1.970 1.069 -0.002
H -1.450 -0.008 -1.364
H -2.963 -2.028 0.111
H -3.332 -0.744 1.255
H -2.743 -2.215 1.829
H -2.065 -0.010 3.138
C -4.051 0.813 -2.673
C -3.891 0.509 -4.157
C -4.379 1.714 -4.952
C -2.362 0.251 -4.502
C -2.252 -0.235 -6.008
C -3.014 -1.597 -6.156
C -4.603 -1.377 -5.829
C -5.361 -0.761 -7.014
C -5.051 -2.832 -5.678
N -4.745 -0.696 -4.567
O -6.108 -0.423 -4.327
H -3.773 1.791 -2.279
H -5.093 0.693 -2.375
H -3.494 0.089 -2.078
H -3.554 2.146 -5.518
H -5.264 1.444 -5.529
H -4.677 2.607 -4.401
H -1.833 1.191 -4.345
H -1.961 -0.594 -3.942
H -2.864 0.276 -6.752
H -1.189 -0.302 -6.243
H -2.580 -2.376 -5.528
H -2.826 -1.807 -7.209
H -5.098 -1.253 -7.950
H -5.178 0.305 -7.143
H -6.429 -0.976 -6.955
H -4.719 -3.388 -6.555
H -6.122 -3.006 -5.575
H -4.698 -3.230 -4.727
H -6.118 -1.056 -3.604
C -1.736 4.208 2.029
C -1.435 4.979 0.770
C -0.343 4.354 0.036
C -2.778 4.792 -0.069
C -3.884 5.763 0.519
C -3.249 7.188 0.540
C -2.064 7.401 1.473
C -1.474 8.867 1.307
C -2.667 7.291 2.911
N -1.068 6.356 1.104
O 0.014 6.511 1.924
H -0.844 4.136 2.651
H -2.481 4.698 2.656
H -1.867 3.142 1.839
H -0.261 3.267 0.024
H -0.397 4.704 -0.995
H 0.612 4.438 0.556
H -2.701 4.744 -1.155
H -3.106 3.759 0.049
H -4.740 5.634 -0.144
H -4.191 5.406 1.502
H -4.020 7.913 0.799
H -3.024 7.559 -0.460
H -2.161 9.640 1.651
H -1.076 9.151 0.333
H -0.624 8.944 1.985
H -3.718 7.002 2.867
H -2.723 8.221 3.476
H -2.170 6.656 3.645
H 0.605 6.988 1.336
C 8.222 1.623 5.852
O 6.878 1.099 5.833
C 6.407 0.989 7.158
C 4.921 0.526 7.129
C 4.635 -0.926 6.730
N 4.097 1.307 6.242
H 8.312 2.120 4.886
H 8.938 0.817 6.011
H 8.337 2.329 6.675
H 6.956 0.323 7.825
H 6.423 1.961 7.651
H 4.591 0.741 8.145
H 3.615 -1.190 6.450
H 5.176 -1.498 7.483
H 5.154 -1.125 5.792
H 4.829 1.434 5.557
H 3.996 2.260 6.562
N 1.752 0.589 7.795
C 0.655 1.330 7.866
N 0.723 2.324 6.991
O -0.282 1.175 8.644
H 2.350 0.729 6.993
H 1.821 -0.246 8.358
H -0.199 2.582 6.668
H 1.550 2.507 6.441

No. 2
Molecular formula: C41H92N5O4PV
Method: DFT, the ωB97M-V functional and the def2-TZVPD basis

Orbital gap (spin up / spin down) = 7.77 / 7.74 eV
Multiplicity = 4
<S²> = 3.763
Total charge = +4
E_HOMO (spin up / spin down) = -17.5 / -17.6 eV
Lowest unoccupied orbital energy (spin up / spin down) = -9.75 / -9.86 eV
Energy relative to the best compared isomer or geometry (same formula, charge and spin) = 13.2 kJ/mol

Cartesian coordinates (Å):
V 2.920 -1.626 -0.018
P 0.547 -1.055 -0.155
O 1.085 -2.365 0.581
O 1.631 -0.142 0.510
O -0.960 -0.641 0.025
O 1.232 -1.159 -1.504
C 1.389 -4.380 -6.488
C 0.962 -4.672 -5.041
C -0.260 -3.785 -4.598
N -0.720 -4.150 -3.129
C 0.421 -4.136 -2.076
C -1.560 -5.449 -2.982
C -2.966 -5.095 -2.520
C -3.075 -3.666 -2.959
C -1.717 -3.089 -2.601
H 0.557 -4.152 -7.155
H 2.000 -5.212 -6.834
H 2.063 -3.523 -6.513
H 1.879 -4.526 -4.471
H 0.728 -5.728 -4.910
H -1.071 -3.703 -5.322
H 0.311 -2.861 -4.512
H 0.088 -4.206 -1.041
H 0.967 -3.235 -2.355
H 1.125 -4.928 -2.329
H -1.063 -6.043 -2.215
H -1.497 -5.973 -3.935
H -3.138 -5.310 -1.465
H -3.675 -5.765 -3.005
H -3.868 -3.072 -2.505
H -3.175 -3.574 -4.040
H -1.599 -2.992 -1.522
H -1.502 -2.080 -2.954
C 3.617 5.408 -2.916
C 2.471 4.353 -2.822
C 2.683 3.017 -3.588
N 1.485 1.991 -3.493
C 1.025 1.860 -2.084
C 0.302 2.388 -4.485
C -0.238 1.013 -4.920
C 0.902 -0.055 -4.676
C 2.104 0.714 -4.098
H 3.276 6.125 -3.662
H 4.482 4.763 -3.075
H 3.673 5.889 -1.940
H 1.569 4.783 -3.257
H 2.406 4.047 -1.778
H 3.628 2.602 -3.238
H 2.766 3.101 -4.671
H 1.881 1.532 -1.493
H 0.271 1.076 -2.015
H 0.510 2.707 -1.629
H -0.494 2.947 -3.992
H 0.721 3.004 -5.281
H -1.143 0.760 -4.368
H -0.355 1.072 -6.002
H 0.688 -0.810 -3.919
H 1.047 -0.716 -5.531
H 2.669 0.276 -3.275
H 2.738 0.964 -4.949
C 5.809 2.638 6.044
C 5.345 2.271 4.570
C 3.825 2.549 4.280
N 3.348 2.592 2.814
C 3.874 1.269 2.281
C 3.883 3.689 1.876
C 2.812 4.813 1.934
C 1.628 4.283 2.662
C 1.811 2.746 2.708
H 6.859 2.363 6.141
H 5.229 2.080 6.780
H 5.684 3.703 6.238
H 5.636 1.237 4.388
H 5.801 2.968 3.867
H 3.390 3.445 4.722
H 3.155 1.804 4.710
H 3.683 1.178 1.212
H 3.397 0.428 2.784
H 4.963 1.221 2.273
H 3.797 3.354 0.842
H 4.895 3.999 2.137
H 2.478 5.271 1.002
H 3.341 5.636 2.413
H 0.765 4.747 2.185
H 1.456 4.644 3.676
H 1.346 2.199 1.887
H 1.379 2.198 3.545
C -3.942 0.994 -3.676
C -4.087 1.351 -2.180
C -2.779 1.540 -1.342
N -3.044 1.956 0.147
C -1.723 2.545 0.711
C -4.041 3.212 0.288
C -5.371 2.595 0.779
C -4.936 1.586 1.805
C -3.732 0.892 1.055
H -3.142 1.534 -4.183
H -4.915 1.035 -4.165
H -3.636 -0.053 -3.670
H -4.736 0.671 -1.629
H -4.588 2.319 -2.200
H -2.058 2.241 -1.762
H -2.167 0.639 -1.299
H -1.780 2.656 1.794
H -1.425 3.436 0.160
H -0.917 1.841 0.503
H -3.700 3.825 1.123
H -4.050 3.900 -0.557
H -6.210 3.173 1.167
H -5.796 2.075 -0.079
H -4.547 1.961 2.752
H -5.860 1.062 2.047
H -2.984 0.419 1.691
H -4.101 0.104 0.399
C -4.049 -2.963 1.392
C -3.065 -3.149 2.627
C -1.748 -2.299 2.513
N -0.696 -2.517 3.648
C -1.462 -2.595 5.006
C -0.490 -2.541 6.218
C 0.392 -1.272 6.270
C 1.175 -1.136 5.028
C 0.202 -1.240 3.772
C 0.106 -3.781 3.440
H -5.054 -2.710 1.731
H -4.100 -3.732 0.621
H -3.887 -2.076 0.779
H -2.875 -4.185 2.907
H -3.501 -2.800 3.563
H -1.975 -1.235 2.588
H -1.368 -2.478 1.508
H -2.160 -1.764 5.101
H -1.993 -3.543 5.089
H -1.247 -2.448 6.997
H 0.042 -3.486 6.323
H -0.217 -0.409 6.536
H 1.043 -1.212 7.142
H 1.654 -0.164 4.917
H 1.999 -1.827 4.849
H -0.423 -0.362 3.932
H 0.725 -1.054 2.834
H 0.903 -3.881 4.176
H 0.559 -3.865 2.452
H -0.564 -4.628 3.587

No. 3
Molecular formula: C41H93N5O7
Method: DFT, the ωB97M-V functional and the def2-TZVPD basis

Orbital gap = 2.14 eV
Total charge = +4
E_HOMO = -11.8 eV
Lowest unoccupied orbital energy = -9.70 eV

Cartesian coordinates (Å):
C 0.778 -0.010 -2.590
C 0.499 -0.072 -1.105
O 1.248 -0.646 -0.259
O -0.558 0.394 -0.739
H 0.150 -0.815 -2.969
H 1.794 -0.375 -2.739
H 0.760 0.960 -3.087
C -4.648 3.876 -7.507
C -4.423 4.870 -6.220
C -5.451 6.057 -6.480
C -5.798 6.936 -5.287
C -6.218 6.046 -4.080
C -5.250 4.946 -3.680
N -4.862 4.116 -5.007
O -4.439 2.860 -4.985
C -6.010 4.041 -2.693
C -3.964 5.602 -3.048
C -2.907 5.361 -6.190
H -3.994 3.004 -7.487
H -4.467 4.413 -8.438
H -5.645 3.453 -7.621
H -6.442 5.677 -6.727
H -5.099 6.547 -7.388
H -6.598 7.664 -5.419
H -4.889 7.517 -5.131
H -7.206 5.674 -4.351
H -6.441 6.709 -3.245
H -7.003 3.661 -2.930
H -6.081 4.560 -1.736
H -5.531 3.112 -2.386
H -3.096 4.946 -2.972
H -4.206 5.746 -1.995
H -3.539 6.510 -3.476
H -2.743 5.918 -7.112
H -2.233 4.506 -6.126
H -2.677 6.023 -5.355
C 0.829 -8.527 -1.138
C 1.013 -7.133 -0.715
C 1.190 -6.930 0.816
C 2.529 -7.371 1.436
C 3.583 -6.472 0.815
C 3.692 -6.689 -0.707
N 2.239 -6.376 -1.283
O 2.036 -5.758 -2.551
C 4.265 -8.007 -1.123
C 4.578 -5.564 -1.217
C -0.270 -6.278 -1.057
H 1.738 -9.124 -1.063
H 0.547 -8.507 -2.191
H 0.039 -9.102 -0.654
H 0.373 -7.462 1.303
H 0.993 -5.919 1.173
H 2.671 -8.396 1.095
H 2.481 -7.288 2.522
H 4.477 -6.808 1.341
H 3.450 -5.428 1.099
H 5.322 -8.145 -0.895
H 4.290 -8.098 -2.209
H 3.646 -8.874 -0.890
H 4.643 -5.618 -2.304
H 5.580 -5.688 -0.806
H 4.126 -4.608 -0.955
H -0.564 -6.607 -2.054
H -0.124 -5.220 -0.843
H -1.120 -6.613 -0.464
C -9.603 -7.377 8.162
C -9.722 -6.766 6.766
N -8.486 -5.907 6.281
C -8.933 -5.128 5.008
C -8.108 -4.736 7.284
C -9.306 -3.928 7.808
C -7.308 -6.822 6.063
C -6.122 -6.168 5.275
O -5.685 -4.808 5.651
C -5.430 -3.887 4.495
H -9.877 -6.604 8.880
H -8.621 -7.814 8.343
H -10.382 -8.100 8.407
H -10.627 -6.167 6.666
H -9.805 -7.650 6.135
H -9.771 -4.458 5.194
H -9.292 -5.922 4.353
H -8.137 -4.473 4.652
H -7.341 -4.150 6.777
H -7.652 -5.307 8.093
H -8.919 -3.245 8.564
H -10.094 -4.469 8.332
H -9.828 -3.206 7.179
H -7.688 -7.702 5.544
H -7.039 -7.032 7.098
H -6.251 -6.252 4.195
H -5.244 -6.776 5.492
H -5.981 -2.977 4.732
H -5.940 -4.292 3.622
H -4.383 -3.624 4.344
C 8.360 7.000 -3.609
C 8.774 5.492 -3.922
N 7.642 4.594 -4.466
C 6.981 5.412 -5.647
C 8.332 3.371 -5.222
C 7.390 2.190 -5.832
C 6.527 4.111 -3.395
C 7.060 3.379 -2.141
O 7.606 2.088 -2.513
C 8.511 1.535 -1.539
H 9.216 7.599 -3.298
H 7.791 6.966 -2.680
H 7.919 7.571 -4.426
H 9.014 5.005 -2.977
H 9.635 5.414 -4.585
H 6.265 4.795 -6.190
H 7.722 5.707 -6.390
H 6.450 6.183 -5.088
H 8.997 3.017 -4.435
H 8.851 3.769 -6.094
H 7.833 1.621 -6.649
H 6.471 2.570 -6.279
H 7.099 1.450 -5.086
H 5.878 3.554 -4.071
H 5.984 5.011 -3.105
H 6.091 3.210 -1.670
H 7.645 4.004 -1.466
H 9.267 2.284 -1.301
H 9.079 0.623 -1.725
H 8.007 1.206 -0.630
C 4.868 3.579 4.653
N 4.192 4.943 4.872
C 5.068 5.741 5.833
C 4.263 5.757 3.584
C 2.789 4.753 5.428
C 1.731 4.014 4.518
O 1.947 2.589 4.542
H 5.906 3.674 4.336
H 4.295 3.068 3.880
H 4.858 3.061 5.612
H 6.146 5.746 5.670
H 4.951 5.295 6.820
H 4.735 6.778 5.780
H 3.785 6.734 3.655
H 3.752 5.291 2.741
H 5.259 5.804 3.143
H 2.436 5.784 5.432
H 2.877 4.379 6.448
H 1.653 4.363 3.489
H 0.795 4.299 4.999
H 1.808 2.188 3.681